{
  "formula": "C5H13N3",
  "method": "ωB97M-V/def2-TZVPD",
  "species": ["C", "C", "N", "C", "C", "N", "C", "N", "H", "H", "H", "H", "H", "H", "H", "H", "H", "H", "H", "H", "H"],
  "coordinates": [[0.85850, -2.03127, -1.48813], [-0.04955, -1.07724, -0.75385], [-1.36200, -0.91145, -1.42506], [0.63340, 0.15730, -0.51478], [0.27784, 0.93986, 0.76512], [1.07878, 0.72460, 2.02364], [-0.84761, 1.60934, 0.85771], [-1.45549, 1.91699, 2.05218], [0.37399, -2.87408, -1.79827], [1.76416, -2.24586, -0.87851], [1.16618, -1.51309, -2.45437], [-0.39151, -1.60876, 0.20415], [-1.33452, -0.88498, -2.53023], [-1.77434, -0.13320, -1.06462], [0.44055, 0.94187, -1.38076], [1.70255, 0.11149, -0.63417], [2.15023, 0.97204, 1.87389], [1.12846, -0.37689, 2.04360], [-1.50724, 1.86835, -0.00968], [-1.13523, 1.51869, 2.81047], [-1.71715, 2.89628, 2.30169]],
  "forces_ev_per_angstrom": [[1.8, 2.7, -0.7], [-2.5, -3.3, 0.4], [1.7, -3.0, -3.8], [1.0, 5.9, -0.4], [2.0, -1.3, 0.1], [1.7, -2.6, -1.7], [-1.7, 1.0, -0.5], [-3.0, 4.2, -2.8], [-1.3, -2.5, -0.5], [-0.6, 0.0, -0.5], [0.0, -0.5, 1.1], [0.9, 0.9, -0.8], [0.2, 0.3, 3.2], [-1.6, 2.6, 0.8], [-0.1, -1.6, 1.3], [0.7, -0.5, 0.5], [-2.9, -0.5, 0.0], [0.0, 2.6, 0.4], [1.0, -0.4, 0.5], [2.5, -2.7, 4.5], [0.3, -1.2, -1.0]],
  "nbo_charge": [-0.59, -0.07, -0.84, -0.46, 0.08, -0.86, -0.03, -0.81, 0.21, 0.21, 0.19, 0.19, 0.35, 0.35, 0.22, 0.22, 0.37, 0.35, 0.18, 0.37, 0.37],
  "smiles": "C[C@H](N)C/C(N)=C/N",
  "largest_force_ev_per_a": 5.95,
  "homo_lumo_gap_ev": 9.11
}

{
  "formula": "C23H44HoN6S6",
  "method": "ωB97M-V/def2-TZVPD",
  "species": ["Ho", "C", "C", "S", "C", "C", "S", "C", "C", "S", "C", "C", "S", "H", "H", "H", "H", "H", "H", "H", "H", "H", "H", "H", "H", "H", "H", "H", "H", "C", "N", "C", "C", "C", "N", "C", "C", "H", "H", "H", "H", "H", "H", "H", "H", "H", "H", "H", "H", "H", "H", "H", "H", "C", "C", "C", "N", "N", "C", "N", "S", "H", "H", "H", "H", "H", "H", "H", "S", "C", "N", "C", "C", "C", "C", "H", "H", "H", "H", "H"],
  "coordinates": [[-0.31946, 0.01053, -0.16668], [1.77974, 2.93901, 1.64696], [2.20623, 1.71334, 2.43065], [0.91688, 0.45673, 2.63902], [-0.24319, 1.28591, 3.78681], [-1.66965, 1.44221, 3.26508], [-1.54253, 2.00084, 1.55646], [-3.18669, 2.56822, 1.06967], [-3.00779, 3.36770, -0.21957], [-1.84144, 2.61917, -1.41790], [-0.58562, 3.92235, -1.57342], [0.32232, 4.07786, -0.37177], [1.31917, 2.58497, -0.08237], [2.59453, 3.66330, 1.63337], [0.91339, 3.41433, 2.10973], [2.56161, 2.00998, 3.41796], [3.01810, 1.18245, 1.93736], [0.18370, 2.25909, 4.02597], [-0.25242, 0.70168, 4.70572], [-2.18672, 2.20222, 3.85139], [-2.23232, 0.51425, 3.33001], [-3.58921, 3.21463, 1.84970], [-3.86652, 1.73124, 0.93829], [-2.62382, 4.36254, 0.00204], [-3.96562, 3.48743, -0.72314], [-1.10641, 4.85820, -1.77902], [-0.01749, 3.68208, -2.47093], [-0.25507, 4.28666, 0.52974], [1.00558, 4.91086, -0.54048], [0.31147, 1.05588, -3.43791], [-0.22144, -0.11224, -2.70196], [0.71689, -1.22662, -2.95752], [-1.55294, -0.44903, -3.26229], [-2.21193, -1.56824, -2.49732], [-2.46194, -1.21769, -1.07611], [-2.88605, -2.47539, -0.41087], [-3.63223, -0.31485, -1.00050], [0.54885, 0.77571, -4.46869], [1.22141, 1.41654, -2.95613], [-0.43623, 1.84274, -3.47536], [0.63760, -1.57035, -3.99381], [0.52468, -2.07485, -2.29540], [1.72260, -0.86746, -2.77191], [-1.43958, -0.74503, -4.31132], [-2.16353, 0.45383, -3.25156], [-1.59297, -2.46609, -2.51753], [-3.15847, -1.83356, -2.98073], [-3.73123, -2.90866, -0.95332], [-3.19781, -2.26996, 0.60844], [-2.06747, -3.19296, -0.40705], [-4.50493, -0.78319, -1.46637], [-3.44396, 0.62778, -1.50741], [-3.86691, -0.12976, 0.04655], [-1.80764, -2.47042, 4.99244], [-2.25743, -2.39681, 3.53516], [-1.13256, -2.50202, 2.56066], [-0.92923, -1.72241, 1.55393], [0.12773, -2.09808, 0.75574], [0.77712, -3.14034, 1.23447], [1.86838, -3.64559, 0.66073], [0.04202, -3.78089, 2.66096], [-2.65643, -2.31192, 5.65408], [-1.04948, -1.71917, 5.21652], [-1.39105, -3.44909, 5.23314], [-2.78690, -1.46715, 3.32228], [-2.96100, -3.20661, 3.31889], [2.37139, -3.02785, 0.03680], [2.37175, -4.40723, 1.08500], [2.71380, -0.44537, -0.21541], [4.03010, -0.90092, -1.24378], [5.19514, -0.22643, -1.06816], [6.34040, -0.46998, -1.73994], [6.37878, -1.45644, -2.68530], [5.21106, -2.18782, -2.90977], [4.05649, -1.91834, -2.20175], [5.18886, 0.51106, -0.37390], [7.18442, 0.15138, -1.47753], [7.29134, -1.65506, -3.22612], [5.21074, -2.98404, -3.64283], [3.16901, -2.50880, -2.37088]],
  "forces_ev_per_angstrom": [[0.0, 0.4, 0.1], [0.0, 0.0, 0.0], [0.0, 0.0, 0.0], [0.1, -0.1, -0.2], [0.0, 0.0, 0.1], [0.0, 0.0, 0.1], [0.0, -0.2, -0.1], [0.0, 0.0, 0.0], [0.0, 0.0, 0.0], [0.0, -0.1, 0.0], [0.0, 0.0, 0.0], [0.0, 0.0, 0.0], [0.0, 0.0, -0.1], [0.0, 0.0, 0.0], [0.0, 0.0, 0.0], [0.0, 0.0, 0.0], [0.0, 0.0, 0.0], [0.0, 0.0, 0.0], [0.0, 0.0, 0.0], [0.0, 0.0, 0.0], [0.0, 0.0, 0.0], [0.0, 0.0, 0.0], [0.0, 0.0, 0.0], [0.0, 0.0, 0.0], [0.0, 0.0, 0.0], [0.0, 0.0, 0.0], [0.0, 0.0, 0.0], [0.0, 0.0, 0.0], [0.0, 0.0, 0.0], [0.0, 0.0, 0.0], [0.1, 0.0, 0.1], [0.0, -0.1, 0.0], [0.0, 0.0, 0.0], [0.0, 0.0, 0.0], [0.0, 0.0, 0.0], [0.0, 0.0, -0.1], [0.0, 0.0, 0.0], [0.0, 0.0, 0.0], [0.0, 0.0, 0.0], [0.0, 0.0, 0.0], [0.0, 0.0, 0.0], [0.0, 0.0, 0.0], [0.0, 0.0, 0.0], [0.0, 0.0, 0.0], [0.0, 0.0, 0.0], [0.0, 0.0, 0.0], [0.0, 0.0, 0.0], [0.0, 0.0, 0.0], [0.0, 0.0, 0.0], [0.0, 0.0, 0.0], [0.0, 0.0, 0.0], [0.0, 0.0, 0.0], [0.0, 0.0, 0.0], [0.0, 0.0, 0.0], [0.0, 0.0, -0.1], [0.0, 0.0, 0.0], [-0.1, 0.0, 0.1], [0.0, 0.1, 0.2], [0.0, 0.0, -0.1], [0.0, 0.0, 0.0], [0.0, 0.0, 0.0], [0.0, 0.0, 0.0], [0.0, 0.0, 0.0], [0.0, 0.0, 0.0], [0.0, 0.0, 0.0], [0.0, 0.0, 0.0], [0.0, 0.0, 0.0], [0.0, 0.0, 0.0], [0.0, -0.2, 0.0], [0.0, 0.1, -0.1], [0.0, 0.0, 0.0], [0.0, 0.0, 0.0], [0.0, 0.0, 0.0], [0.0, 0.0, 0.0], [0.0, 0.0, 0.1], [0.0, 0.0, 0.0], [0.0, 0.0, 0.0], [0.0, 0.0, 0.0], [0.0, 0.0, 0.0], [0.0, 0.0, 0.0]],
  "lowdin_spin": [4.04, 0.00, 0.00, 0.00, 0.00, 0.00, 0.00, 0.00, 0.00, 0.00, 0.00, 0.00, 0.00, 0.00, 0.00, 0.00, 0.00, 0.00, 0.00, 0.00, 0.00, 0.00, 0.00, 0.00, 0.00, 0.00, 0.00, 0.00, 0.00, 0.00, -0.01, 0.00, 0.00, 0.00, -0.01, 0.00, 0.00, 0.00, 0.00, 0.00, 0.00, 0.00, 0.00, 0.00, 0.00, 0.00, 0.00, 0.00, 0.00, 0.00, 0.00, 0.00, 0.00, 0.00, 0.00, 0.00, 0.00, -0.01, 0.00, 0.00, 0.00, 0.00, 0.00, 0.00, 0.00, 0.00, 0.00, 0.00, 0.00, 0.00, 0.00, 0.00, 0.00, 0.00, 0.00, 0.00, 0.00, 0.00, 0.00, 0.00],
  "multiplicity": 5,
  "largest_force_ev_per_a": 0.39,
  "homo_lumo_gap_ev": [8.63, 8.53],
  "total_charge": 3
}

{
  "formula": "C23H21N3O2S",
  "method": "ωB97M-V/def2-TZVPD",
  "species": ["O", "C", "C", "C", "N", "C", "C", "C", "C", "C", "C", "N", "C", "C", "C", "C", "C", "S", "N", "C", "C", "O", "C", "C", "C", "C", "C", "C", "C", "H", "H", "H", "H", "H", "H", "H", "H", "H", "H", "H", "H", "H", "H", "H", "H", "H", "H", "H", "H", "H"],
  "coordinates": [[-2.56272, 2.16034, -0.13453], [-1.54633, 1.62241, 0.26936], [-1.25216, 0.19112, 0.01444], [-1.39476, -0.85835, 0.88760], [-1.02908, -1.98970, 0.23187], [-0.98292, -3.30123, 0.70921], [-0.36523, -4.27169, -0.07683], [-0.29891, -5.57748, 0.36666], [-0.84187, -5.92842, 1.59259], [-1.45821, -4.96392, 2.37150], [-1.53413, -3.65288, 1.93748], [-0.66001, -1.71888, -1.01906], [-0.79482, -0.41519, -1.19198], [-0.45925, 0.20980, -2.43685], [-0.69131, 1.49298, -2.84966], [-0.18907, 1.75037, -4.13962], [0.41764, 0.66628, -4.69068], [0.38375, -0.69975, -3.64926], [-0.60033, 2.28873, 0.97755], [-0.82561, 3.68179, 1.29407], [-1.03951, 3.92638, 2.79550], [0.15818, 3.94714, 3.53795], [0.61005, 1.64797, 1.46248], [1.48173, 1.13028, 0.34504], [1.99789, -0.15807, 0.38539], [2.78897, -0.63143, -0.64539], [3.08075, 0.18255, -1.72625], [2.57974, 1.47183, -1.76999], [1.78333, 1.94136, -0.74147], [-1.72538, -0.85913, 1.90598], [0.04813, -3.97476, -1.02721], [0.17991, -6.32570, -0.24683], [-0.78852, -6.94948, 1.93846], [-1.88876, -5.23242, 3.32468], [-2.03073, -2.91831, 2.55163], [-1.22421, 2.21504, -2.25952], [-0.27852, 2.70087, -4.63509], [0.87995, 0.58329, -5.65429], [0.02091, 4.28368, 0.94151], [-1.72709, 3.97719, 0.75153], [-1.63651, 3.11521, 3.21696], [-1.58803, 4.86776, 2.92910], [0.66958, 4.72456, 3.28651], [1.15932, 2.39268, 2.04333], [0.35696, 0.82893, 2.14388], [1.77085, -0.79880, 1.22645], [3.17072, -1.64064, -0.60823], [3.69148, -0.18911, -2.53500], [2.80073, 2.11116, -2.61194], [1.38337, 2.94366, -0.78904]],
  "forces_ev_per_angstrom": [[-0.2, -0.1, -0.2], [0.0, 0.1, 0.1], [-0.2, -0.7, -0.2], [0.0, 0.3, -0.2], [-0.1, 1.0, 0.1], [0.1, -0.9, 0.2], [0.0, 0.2, 0.0], [0.0, 0.0, 0.1], [0.0, -0.1, 0.0], [0.0, -0.1, 0.0], [0.0, 0.2, -0.2], [0.1, 0.0, -0.7], [-0.4, -0.3, 1.1], [0.3, 0.0, -0.9], [-0.1, -0.4, 0.2], [0.2, 0.0, -0.2], [0.0, -0.3, 0.2], [-0.3, 0.5, 0.0], [0.0, 0.2, 0.1], [-0.3, 0.1, 0.3], [-0.3, 0.2, -0.4], [0.5, 0.0, 0.3], [0.3, -0.2, 0.1], [0.2, 0.0, 0.1], [0.0, 0.1, 0.1], [0.1, -0.1, 0.0], [0.1, 0.0, 0.0], [0.1, 0.1, 0.0], [0.1, -0.1, 0.1], [0.0, -0.1, 0.2], [0.0, 0.0, -0.1], [0.0, 0.0, -0.1], [0.0, -0.1, 0.0], [0.0, 0.0, 0.1], [-0.1, 0.1, 0.0], [-0.1, 0.1, 0.1], [0.0, 0.1, -0.1], [0.1, 0.0, -0.2], [-0.1, 0.0, 0.0], [0.2, 0.0, 0.1], [-0.1, 0.1, -0.1], [0.0, -0.1, 0.0], [-0.1, -0.1, 0.0], [-0.1, -0.1, 0.0], [0.1, 0.1, 0.0], [-0.1, -0.1, 0.1], [0.0, -0.1, 0.0], [0.0, 0.0, -0.1], [0.0, 0.0, -0.1], [-0.1, 0.1, 0.0]],
  "nbo_charge": [-0.62, 0.68, -0.23, -0.02, -0.19, 0.22, -0.25, -0.19, -0.23, -0.18, -0.27, -0.27, 0.21, -0.25, -0.24, -0.26, -0.41, 0.47, -0.43, -0.25, -0.07, -0.72, -0.27, 0.05, -0.24, -0.21, -0.22, -0.19, -0.24, 0.22, 0.25, 0.22, 0.22, 0.21, 0.21, 0.24, 0.22, 0.23, 0.19, 0.25, 0.19, 0.17, 0.47, 0.24, 0.20, 0.21, 0.21, 0.22, 0.22, 0.21],
  "smiles": "O=C(c1cn(-c2ccccc2)nc1-c1cccs1)N(CCO)Cc1ccccc1",
  "largest_force_ev_per_a": 1.18,
  "homo_lumo_gap_ev": 8.38
}

{
  "formula": "C2H2Cl2FNOS",
  "method": "ωB97M-V/def2-TZVPD",
  "species": ["O", "C", "N", "S", "C", "F", "Cl", "Cl", "H", "H"],
  "coordinates": [[-0.16965, -0.77433, -1.53412], [0.06687, -0.26078, -0.38634], [-0.91343, -0.01749, 0.49815], [-2.55494, 0.17012, 0.02820], [1.33054, 0.13136, 0.18749], [1.11829, 0.28145, 1.59759], [2.30218, -1.42601, 0.01872], [2.19612, 1.56416, -0.54315], [-0.67238, 0.36179, 1.39033], [-2.70359, -0.03027, -1.25688]],
  "forces_ev_per_angstrom": [[1.4, 2.2, 3.7], [-4.1, -1.6, -4.3], [-0.9, -0.1, -1.8], [-1.2, 0.3, 2.1], [3.7, -1.1, 1.7], [1.4, 0.5, -1.9], [0.0, 1.4, 0.3], [-1.2, -1.5, 1.0], [-0.3, 0.3, 0.3], [1.2, -0.4, -1.0]],
  "nbo_charge": [-0.59, 0.51, -0.70, 0.18, 0.28, -0.35, 0.01, 0.05, 0.44, 0.16],
  "smiles": "O=C(NS)C(F)(Cl)Cl",
  "largest_force_ev_per_a": 6.13,
  "homo_lumo_gap_ev": 9.19
}